(1)
35
Properties=species:S:1:pos:R:3:forces:R:3:mulliken_charge:R:1 method="wB97M-V/def2-TZVPD" total_energy_ha=-1203.24176 charge=-1 multiplicity=1 e_homo_ev=-5.55 largest_force_ev_per_a=7.966
O -1.77123 -1.14576 -0.29015 -1.83 0.34 1.11 -0.774
C -1.05762 -1.91962 -0.92594 5.21 -1.45 -1.30 0.613
O -1.26003 -2.77569 -1.77580 -1.61 -0.17 -0.48 -0.738
C 0.54178 -1.81078 -0.64889 -0.18 -0.06 -0.37 0.118
C 1.38779 -1.35477 -1.94316 -1.49 -0.05 2.86 -0.708
C 1.18694 0.12972 -2.21895 0.38 1.11 0.31 -0.574
S 2.20456 1.47832 -1.23767 -0.05 -1.22 -0.87 -0.172
C 1.60572 1.65935 0.46245 -0.07 -1.72 1.43 -0.093
H 0.76338 -1.19979 0.25133 0.06 -0.15 -0.76 -0.493
H 0.82970 -2.84964 -0.40903 0.05 0.43 -0.04 0.339
H 2.41556 -1.57261 -1.70845 0.60 0.12 -0.04 0.375
H 1.08668 -2.05344 -2.71706 -0.24 0.42 -0.52 0.364
H 0.18141 0.54569 -2.18777 -0.22 -0.57 0.29 0.211
H 1.48861 0.37382 -3.22854 0.46 0.21 -0.26 0.392
H 1.05417 2.59747 0.57745 0.25 -0.04 0.10 0.439
H 2.45564 1.57115 1.24059 -1.24 0.40 -1.42 0.278
H 0.90823 0.81613 0.76227 0.82 1.03 -0.57 -0.382
H 0.04959 1.80645 2.50643 0.56 -2.21 2.84 0.340
H -0.39494 0.42565 2.75476 0.37 -0.32 0.80 0.397
O 0.18830 1.04769 3.23212 -0.28 2.65 -2.52 -0.702
H -1.50588 -1.90945 2.48271 1.20 2.39 -0.74 0.271
H -1.17640 -1.18031 1.11813 -0.32 0.57 0.57 0.396
O -1.06367 -1.04956 2.12668 -1.20 -3.32 0.48 -0.730
H -1.53784 2.23980 -1.77438 0.03 -0.22 -0.78 0.390
H -0.21758 2.89896 -1.59061 1.21 0.44 0.53 0.271
O -0.81176 2.66809 -2.28403 -1.08 -0.02 -0.13 -0.692
H 0.95874 -1.80064 2.29174 0.34 0.99 0.07 0.400
H 2.52107 -1.62469 2.53660 4.86 5.03 0.14 0.262
O 1.83347 -2.14259 2.49391 -5.29 -5.96 -0.04 -0.636
H -3.12492 1.19658 -0.47755 1.44 -1.96 -1.80 0.299
H -2.23198 0.06068 -1.43983 -0.36 -1.40 1.34 0.322
O -2.56186 0.93026 -1.27489 -1.96 4.37 0.26 -0.749
H -2.08505 0.71517 1.46535 0.51 0.01 -0.66 0.268
H -1.29660 1.70547 0.47587 -0.10 -0.59 -1.52 0.357
O -1.56396 1.52285 1.35433 -0.84 0.92 1.69 -0.660


(2)
33
Properties=species:S:1:pos:R:3:forces:R:3:mulliken_charge:R:1 method="wB97M-V/def2-TZVPD" total_energy_ha=-613.81434 charge=+1 multiplicity=2 e_homo_ev="-13.71 / -13.70" s_squared=0.756 largest_force_ev_per_a=2.329
C -1.62085 1.26767 -1.42888 0.42 -0.77 -1.98 -0.887
N -0.69342 1.08446 -0.36189 -0.37 1.18 1.20 0.182
C 0.33098 2.53251 2.26036 0.35 1.79 0.38 -1.240
C -1.06577 2.03902 1.95836 1.57 -1.17 -1.12 -0.500
C -0.99927 0.71088 0.93579 -1.34 -0.17 1.90 0.079
C -2.30264 -0.08114 1.07934 0.41 -0.64 -0.76 -1.041
N -2.18012 -1.37808 0.35604 0.33 1.20 0.42 -0.436
H -2.55823 0.72468 -1.47446 0.20 -0.45 0.97 0.365
H -1.89163 2.27708 -1.74621 0.65 0.42 0.53 0.346
H -0.99042 0.84163 -2.22540 -0.50 0.25 -0.66 0.370
H 0.18148 1.59107 -0.47704 0.14 -0.23 -0.14 0.374
H 0.80806 2.10722 3.14022 -0.22 -0.33 -0.04 0.361
H 1.11388 2.62967 1.50537 -0.32 -0.66 -0.57 0.365
H 0.20448 3.59885 2.47528 0.03 0.00 0.43 0.377
H -1.68091 2.80245 1.50244 -0.46 -0.09 0.20 0.409
H -1.41314 1.52809 2.84586 -0.79 0.38 0.10 0.333
H -0.21683 0.21354 1.51234 0.55 -0.25 -0.80 0.177
H -3.12107 0.55723 0.74200 -0.23 -0.15 0.03 0.415
H -2.44409 -0.33805 2.11670 -0.14 0.39 0.48 0.485
H -3.01613 -1.62873 -0.15248 0.14 -0.04 -0.17 0.258
H -1.37276 -1.27108 -0.24159 -0.34 -0.62 -0.62 0.194
H 0.02154 -1.25703 -4.43108 0.34 0.52 -0.73 0.316
H 1.13523 -1.32267 -3.28749 0.47 0.56 -0.58 0.361
O 0.29593 -1.64095 -3.61295 -0.79 -0.87 1.32 -0.631
H -0.53904 -3.13706 0.92095 -0.45 -0.04 -0.54 0.326
H -0.56612 -2.57681 2.31324 -0.12 -0.15 0.08 0.305
O -0.18369 -3.28564 1.78876 0.58 0.09 0.55 -0.618
H 2.16709 -1.46183 -1.47944 0.16 -1.47 0.69 0.321
H 3.51322 -0.85751 -2.08935 -0.10 -0.77 0.11 0.353
O 2.58181 -0.72702 -1.88552 -0.17 1.94 -0.98 -0.764
H 3.97537 -0.02653 0.78551 -0.15 -0.21 0.20 0.291
H 3.72178 0.39048 -0.67750 0.00 -0.02 0.51 0.358
O 4.38505 0.38402 0.02664 0.19 0.39 -0.41 -0.606


(3)
36
Properties=species:S:1:pos:R:3:forces:R:3:mulliken_charge:R:1 method="wB97M-V/def2-TZVPD" total_energy_ha=-839.78454 multiplicity=1 e_homo_ev=-7.59 largest_force_ev_per_a=6.288
N 3.79002 1.33941 -0.15422 -0.02 1.43 2.16 -0.556
C 2.51775 1.71160 0.33814 -0.01 0.83 0.15 -0.433
C 1.32177 1.48737 -0.22914 1.18 -1.23 -0.46 0.139
N 1.28808 0.68088 -1.44042 1.51 3.09 1.57 -0.446
C 0.08443 1.87954 0.55032 1.09 -0.20 0.30 -0.175
C -1.04674 2.56625 -0.30374 -0.50 -5.87 -0.37 -0.451
C -1.85576 3.08263 0.78263 -0.41 1.43 1.06 -0.082
O -2.19930 2.32224 1.69370 -0.34 2.60 -1.08 -0.556
H 3.69986 0.69728 -0.85600 0.14 -1.95 -2.17 0.199
H 4.39956 0.95103 0.56782 -0.30 0.30 -0.25 0.251
H 2.56855 2.37707 1.19080 -0.07 -0.11 0.10 0.364
H 2.14395 0.22506 -1.66767 0.55 -0.04 -0.02 0.195
H 0.58797 0.06027 -1.59954 -2.84 -1.72 -0.31 0.106
H -0.16558 0.90131 1.17921 -0.29 2.57 -1.15 0.114
H 0.34214 2.79281 1.19542 0.41 -1.98 -0.17 0.356
H -0.59946 3.02771 -1.11939 0.55 2.20 -0.86 0.617
H -1.55341 1.68350 -0.86289 0.22 1.30 1.08 0.127
H -1.90437 4.26656 0.77533 -0.56 -1.97 0.73 0.267
O 0.28709 -3.12795 -1.76549 -0.11 0.24 -0.17 -0.665
H 0.84221 -2.74586 -1.06044 -0.59 -0.73 -0.10 0.291
H -0.43169 -3.65223 -1.35061 0.82 0.68 0.32 0.374
O -2.87775 0.05251 0.69118 -1.30 -4.96 -3.64 -0.668
H -3.53336 0.25978 0.01490 0.22 0.19 0.41 0.274
H -2.71268 0.73844 1.22919 0.67 4.51 2.81 0.387
O -1.27349 -3.58440 0.57148 -0.43 -0.68 -0.46 -0.675
H -2.23806 -3.48957 0.67524 0.86 0.19 0.17 0.277
H -0.83793 -2.90732 1.11901 -0.66 -0.32 0.00 0.360
O -0.58684 -0.59783 -3.54757 -0.85 4.22 -3.43 -0.625
H 0.11545 -0.69283 -4.18709 0.24 -0.73 0.48 0.307
H -0.64454 -1.17607 -2.87237 0.52 -3.79 2.94 0.316
O -1.16873 -1.41192 1.99775 2.71 -0.36 -0.68 -0.669
H -1.39114 -0.91297 1.21732 -0.23 0.26 -0.91 0.395
H -1.87928 -1.19149 2.53060 -2.15 0.40 2.03 0.313
O 1.73502 -2.66405 1.29078 0.03 0.28 -0.84 -0.646
H 1.83741 -3.19515 2.10967 -0.65 1.52 -0.52 0.301
H 1.33887 -1.75363 1.29609 0.57 -1.63 1.31 0.319


(4)
36
Properties=species:S:1:pos:R:3:forces:R:3:mulliken_charge:R:1 method="wB97M-V/def2-TZVPD" total_energy_ha=-860.50746 charge=-1 multiplicity=1 e_homo_ev=-5.82 largest_force_ev_per_a=1.969
O 1.35572 -0.00587 0.53954 -0.57 0.40 0.41 -0.725
C 0.25099 -0.02898 -0.10308 1.33 -0.61 0.48 0.463
O 0.20345 -0.27509 -1.32739 -0.51 0.19 -0.31 -0.728
C -1.04457 0.12001 0.70191 -0.61 1.02 -0.91 0.597
C -1.97845 1.14476 0.04883 -0.96 0.84 -0.60 -1.120
C -1.63806 2.64524 0.16965 1.12 -0.91 1.34 -0.404
C -0.20953 2.98306 -0.22836 1.17 -0.05 -1.05 -0.810
N -1.75809 -1.14922 0.82560 -0.14 0.71 0.44 -0.641
H -0.82021 0.57357 1.67042 0.21 -0.52 0.22 0.283
H -2.19122 0.99053 -1.01511 0.49 -0.62 -0.02 0.181
H -2.96422 1.02128 0.50484 0.06 -0.15 0.22 0.383
H -2.42628 3.19681 -0.32919 0.11 0.35 -0.08 0.353
H -1.61096 2.86486 1.24688 -0.76 0.30 -0.09 0.258
H 0.52680 2.73980 0.54003 -0.33 0.00 0.37 0.159
H 0.19053 2.39594 -1.06422 -0.45 0.03 -0.18 0.074
H 0.01349 4.01630 -0.50738 -0.47 0.12 0.16 0.393
H -1.64491 -1.71676 -0.00250 -0.04 -0.29 0.10 0.310
H -1.51773 -1.61594 1.68367 0.26 -0.42 -0.24 0.288
H 0.70157 -4.49286 -0.62772 0.03 -0.58 0.08 0.351
H 0.60353 -3.63724 0.57676 -0.21 -0.62 0.60 0.376
O 0.32229 -4.52419 0.26288 0.50 1.19 -0.45 -0.727
H 2.47319 0.82004 3.49566 0.04 -0.01 0.02 0.299
H 2.04755 1.27579 2.12162 -0.13 -0.12 -0.21 0.338
O 2.30397 1.62014 2.99026 -0.02 -0.03 0.04 -0.683
H 0.25633 0.57941 -4.08767 -0.22 0.36 -0.12 0.301
H -0.09303 1.43254 -2.93334 -0.16 0.04 -0.03 0.401
O -0.15332 1.44044 -3.90078 0.35 -0.51 0.20 -0.719
H -0.52697 -3.18653 -1.06990 -0.49 0.21 -0.29 0.277
H -0.68258 -1.85821 -1.85788 -0.11 -0.35 0.22 0.403
O -1.10818 -2.73217 -1.70368 0.39 0.16 -0.10 -0.769
H 1.24315 -1.31223 1.75387 -0.04 -0.02 0.05 0.294
H 0.59462 -1.60648 3.11230 -0.05 -0.02 0.05 0.288
O 1.04342 -2.04370 2.38497 0.16 0.05 -0.15 -0.699
H 2.24242 -0.73450 -1.82717 -0.05 -0.06 -0.10 0.336
H 2.86895 -0.24549 -0.60721 0.10 -0.31 -0.16 0.325
O 3.12634 -0.69506 -1.43710 0.02 0.23 0.10 -0.706


(5)
37
Properties=species:S:1:pos:R:3:forces:R:3:mulliken_charge:R:1 method="wB97M-V/def2-TZVPD" total_energy_ha=-840.39222 multiplicity=2 e_homo_ev="-3.50 / -6.92" s_squared=0.754 largest_force_ev_per_a=1.839
O 2.57099 -2.47433 0.81066 -0.54 0.82 -0.06 -0.851
C 1.49747 -3.23865 0.70585 0.65 0.05 0.29 -0.501
C 0.47620 -3.06345 -0.38176 0.02 -0.63 1.41 -0.754
C -0.19928 -1.67502 -0.36612 -1.08 -0.19 0.00 0.448
C 0.44367 -0.70589 -1.34879 0.21 -0.20 0.28 -1.527
N 0.63340 1.81334 0.06188 -0.32 0.94 0.57 0.027
C 1.65612 0.98378 0.05189 -0.58 0.00 -1.74 0.073
N 1.59821 -0.06459 -0.70131 0.59 -0.77 -0.12 0.012
H 1.33712 -4.01006 1.47673 -0.07 0.12 -0.32 0.381
H 0.85289 -3.30317 -1.37887 0.25 0.33 -0.37 0.287
H -0.22127 -3.88540 -0.17566 -0.39 0.37 -0.12 0.267
H -0.24192 -1.22502 0.62179 0.81 -0.07 0.35 -0.100
H -1.28977 -1.76201 -0.46898 0.13 -0.10 -1.02 0.439
H 0.88307 -1.24671 -2.16649 0.20 -0.42 -0.19 0.567
H -0.23068 -0.04851 -1.86774 -0.23 0.82 0.34 0.351
H -0.07425 1.72640 -0.64127 -0.48 -0.28 -0.36 0.076
H 0.56235 2.68988 0.55322 0.59 -0.26 0.02 0.106
H 2.61497 1.18983 0.45879 0.22 0.32 0.86 0.425
H 2.35866 -0.73386 -0.57439 0.08 -0.24 0.32 0.338
H 2.16284 -0.04555 3.29297 -0.03 -0.04 -0.56 0.252
H 2.15097 -1.02164 2.05510 -0.16 0.79 -0.26 0.367
O 1.93320 -0.06502 2.34638 0.25 -1.22 0.72 -0.636
H -3.20895 2.50757 2.14366 0.24 -0.30 -0.35 0.293
H -2.59381 1.11851 1.81158 0.46 0.30 -0.03 0.334
O -2.63835 2.04310 1.50787 -0.61 -0.01 0.38 -0.677
H -1.71215 -1.87788 -3.95621 -0.30 -0.04 0.12 0.257
H -0.28900 -1.84505 -4.45190 -0.28 0.10 0.76 0.278
O -0.82090 -1.72225 -3.63762 0.40 -0.16 -1.12 -0.535
H -1.62222 3.33965 0.90268 -0.15 0.71 -0.34 0.372
H -0.54373 4.34363 1.22553 -0.38 0.47 -0.27 0.302
O -1.28896 4.23065 0.61166 0.52 -1.04 0.67 -0.637
H -0.11104 0.21216 2.60291 -0.10 -0.39 0.04 0.332
H -1.21703 -0.20606 3.61329 0.14 -0.10 0.34 0.245
O -1.03327 -0.09575 2.68296 -0.11 0.34 -0.41 -0.582
H -1.10587 2.83517 -3.15534 0.17 0.17 -0.35 0.286
H -1.95731 2.92755 -1.90230 0.05 -0.01 0.06 0.292
O -1.33238 2.35464 -2.36264 -0.16 -0.18 0.47 -0.607


(6)
34
Properties=species:S:1:pos:R:3:forces:R:3:mulliken_charge:R:1 method="wB97M-V/def2-TZVPD" total_energy_ha=-635.19378 multiplicity=1 smiles=CC(C)CCN.O.O.O.O.O e_homo_ev=-8.83 largest_force_ev_per_a=3.451
C 0.44737 1.06391 1.40560 0.19 0.21 0.33 -0.432
C -0.59933 0.84189 0.36115 -1.26 -2.27 -1.57 2.594
C -1.15841 2.12093 -0.24053 0.33 0.26 0.36 -1.866
C -1.68878 -0.07375 1.02455 -1.43 2.46 -1.24 -1.219
C -3.02291 -0.27042 0.13149 3.29 0.46 0.92 -0.819
N -2.65643 -0.53002 -1.26227 -1.08 -0.31 0.35 -0.711
H 1.36482 1.43525 0.97823 0.54 -0.18 0.01 0.444
H 0.18383 1.72816 2.24686 -0.43 0.11 -0.59 0.394
H 0.54229 0.11443 1.90377 0.55 0.17 -0.12 0.131
H -0.33034 0.16250 -0.51063 0.88 1.34 1.10 -0.849
H -1.46062 1.99669 -1.29023 -0.18 0.20 0.48 0.386
H -1.95971 2.48992 0.40821 -0.23 0.11 -0.36 0.325
H -0.38586 2.89832 -0.21423 -0.05 -0.08 -0.16 0.431
H -1.34228 -1.08769 1.18073 0.42 0.18 1.00 0.448
H -1.90545 0.62154 1.86660 -0.43 -1.56 0.50 0.498
H -3.43307 -1.15637 0.61362 -1.02 0.35 -0.39 0.412
H -3.51465 0.68632 0.24550 -0.98 -0.34 -0.23 0.369
H -2.33306 0.30896 -1.71493 0.15 -0.03 -0.01 0.354
H -1.91366 -1.20916 -1.27841 0.14 -0.14 -0.35 0.297
O 3.58228 -0.99399 -0.63570 -0.89 -0.53 0.48 -0.663
H 3.63836 -1.46086 0.21046 0.54 0.08 -0.01 0.350
H 2.61183 -0.91392 -0.66944 0.34 0.30 -0.34 0.329
O 2.64738 1.44634 -1.27042 0.24 0.19 -0.33 -0.548
H 3.53664 1.08729 -1.38707 -0.11 -0.45 0.25 0.284
H 2.80474 2.38826 -1.36203 -0.33 0.30 -0.03 0.242
O 0.27857 -2.46269 0.16645 0.18 -2.17 2.65 -0.591
H 1.05179 -2.76716 -0.27962 0.26 0.43 -1.13 0.234
H -0.26463 -1.80225 -0.17736 -0.34 1.51 -1.81 0.199
O 1.51913 -1.83230 2.66311 0.40 0.11 0.43 -0.766
H 0.99553 -1.05346 2.41841 0.28 -0.97 0.17 -0.487
H 0.94748 -2.59918 2.56675 -0.14 0.19 -0.22 0.248
O 0.38829 -0.52221 -2.40708 -0.29 -0.41 -0.35 -0.527
H 1.15698 0.04481 -2.34335 0.38 0.49 0.08 0.260
H 0.27187 -0.70010 -3.34821 0.06 -0.01 0.13 0.249


(7)
36
Properties=species:S:1:pos:R:3:forces:R:3:mulliken_charge:R:1 method="wB97M-V/def2-TZVPD" total_energy_ha=-785.68782 multiplicity=1 smiles="CCC[C@H](N)C=O.O.O.O.O.O.O" e_homo_ev=-9.47 largest_force_ev_per_a=2.900
C 2.68045 -1.49830 1.07046 1.20 -1.50 0.52 -1.433
C 2.52898 -0.51060 -0.05887 0.72 1.45 0.96 -0.368
C 1.66589 0.69353 0.41441 -1.88 -1.59 -1.54 -0.594
C 0.79494 1.28960 -0.75647 0.61 0.67 0.96 0.611
N -0.61864 1.00652 -0.58191 -0.52 -0.19 -0.25 -0.502
C 1.32035 0.92088 -2.11941 -0.30 -0.03 -0.27 -0.201
O 2.37882 1.27139 -2.56413 0.03 0.01 0.12 -0.497
H 3.45524 -2.26622 0.91629 0.02 0.25 -0.57 0.400
H 3.00342 -1.12630 2.04353 -0.39 0.67 -0.07 0.349
H 1.80513 -2.12431 1.23021 -0.49 0.35 0.03 0.333
H 2.18262 -1.04761 -0.94092 -0.40 0.25 -0.04 0.226
H 3.45879 -0.01186 -0.34745 0.33 -0.69 -0.08 0.350
H 0.91296 0.24784 1.06967 0.03 0.21 0.28 0.234
H 2.11567 1.47196 1.00261 0.76 -0.09 -0.13 0.475
H 0.91874 2.37816 -0.71256 0.10 0.04 -0.09 0.137
H -1.05796 0.52522 -1.35548 0.01 0.17 -0.31 0.138
H -0.81855 0.45005 0.23208 0.20 -0.06 0.22 0.121
H 0.62456 0.31048 -2.73915 0.02 -0.09 -0.02 0.255
O -2.71228 -1.50943 -2.06514 0.42 -0.32 0.30 -0.624
H -1.81673 -1.71009 -1.74831 -0.16 0.20 -0.11 0.315
H -2.77434 -2.14691 -2.78416 -0.27 0.19 -0.14 0.305
O -1.48239 4.07927 1.72077 0.25 -0.21 0.12 -0.699
H -1.14072 3.76685 0.87439 -0.19 -0.03 -0.07 0.330
H -2.19452 3.46985 1.94729 0.02 0.05 -0.11 0.340
O 1.20036 2.49069 2.65161 -0.34 0.17 0.40 -0.590
H 1.20050 2.36019 3.60777 0.06 0.04 -0.14 0.283
H 0.35056 2.92188 2.47560 0.05 0.14 0.03 0.317
O -2.84822 -0.75961 2.95905 -0.06 -0.33 -0.34 -0.649
H -2.18048 -0.52238 2.30701 0.03 0.12 0.13 0.323
H -3.04339 -1.67693 2.70768 0.14 0.21 0.33 0.322
O -2.53314 -3.33965 1.30772 -0.18 0.21 -0.01 -0.644
H -3.20899 -2.81902 0.85130 0.18 -0.22 -0.18 0.358
H -1.87212 -3.55404 0.64085 -0.11 0.06 0.02 0.284
O -0.30178 -2.87119 -2.99746 -0.72 0.88 0.27 -0.590
H -0.75460 -3.66201 -3.30372 0.84 -0.25 0.03 0.283
H 0.63935 -2.96159 -2.84396 -0.02 -0.71 -0.25 0.303


The calculation returns the following energy above the lowest of the compared OMol25 structures with the same formula, charge and spin values, one per record and in order: 36.9; 0.0; 95.7; 33.0; 0.0; 25.5; 52.9 kcal per mole.